(one)
Here is the molecule C4H8N2O3 from OMol25. Energies are from the ωB97M-V functional and the def2-TZVPD basis.

```
17
Properties=species:S:1:pos:R:3
N -2.01 0.55 -0.85
C -1.27 -0.56 -1.24
O -1.31 -1.08 -2.35
C -0.24 -1.02 -0.37
C 0.64 0.22 -0.03
N 2.07 -0.07 0.10
C 0.13 0.94 1.23
O -1.04 0.95 1.49
O 1.01 1.07 2.30
H -2.04 0.59 0.18
H -2.74 0.79 -1.53
H 0.40 -1.89 -0.63
H -0.75 -1.39 0.63
H 0.41 1.01 -0.82
H 2.64 0.06 -0.70
H 2.08 -0.97 0.57
H 2.01 0.80 2.00
```

- 2S+1 = 1
- gap between HOMO and LUMO (Eh) = 0.366
- E_LUMO (eV) = 0.51
- SMILES = NC(=O)C[C@H](N)C(=O)O
- E_HOMO (eV) = -9.46
- net charge = 0

Here are the Löwdin charges for atoms 1 to 4, given in e: 0.16 -0.59 0.04 -0.09

***

(two)
Here is a structure of composition C4H8N2O3 from OMol25. Energies are from the ωB97M-V functional and the def2-TZVPD basis.

```
17
Properties=species:S:1:pos:R:3
C 0.03 -1.18 -1.33
N -0.76 -0.23 0.04
C -1.08 -0.87 1.22
C 0.47 1.12 -0.09
N 0.09 2.06 -0.94
C 1.49 0.96 0.73
O 0.42 -0.27 -2.13
O -0.05 -1.62 1.68
O -2.15 -0.81 1.77
H -0.36 -2.07 2.48
H -1.60 0.19 -0.35
H 0.44 1.96 -1.89
H -0.82 2.49 -0.92
H -0.78 -1.86 -1.65
H 0.80 -1.71 -0.76
H 2.30 1.68 0.70
H 1.55 0.15 1.43
```

- 2S+1 = 1
- gap between HOMO and LUMO (Eh) = 0.334
- E_LUMO (eV) = 0.54
- E_HOMO (eV) = -8.56
- net charge = 0

Here are the Löwdin charges for atoms 1 to 4, given in e: -0.29 0.09 -0.60 -0.26

***

(three)
Here is the molecule C4H8N2O3 from OMol25. Energies are from the ωB97M-V functional and the def2-TZVPD basis.

```
17
Properties=species:S:1:pos:R:3
C 0.29 -1.21 -2.09
N 0.63 0.11 -1.60
N 0.00 0.36 -0.21
C -1.24 1.09 -0.31
C 0.83 0.14 0.78
O 1.95 -0.31 0.75
C 0.00 0.25 2.23
O -1.01 0.85 2.47
O 0.71 -0.38 3.16
H 0.74 -1.33 -3.08
H 0.65 -2.02 -1.45
H -0.79 -1.29 -2.20
H 1.64 0.16 -1.46
H -1.28 1.94 0.37
H -1.32 1.48 -1.32
H -2.08 0.43 -0.09
H 0.30 -0.27 4.04
```

- 2S+1 = 1
- gap between HOMO and LUMO (Eh) = 0.377
- E_LUMO (eV) = 0.73
- SMILES = CNN(C)C(=O)C(=O)O
- E_HOMO (eV) = -9.53
- net charge = 0

Here are the Löwdin charges for atoms 1 to 4, given in e: -0.12 -0.03 -0.07 -0.05

***

Which structure is most stable? (one), by 0.0283 hartree over the runner-up.

***

(one)
Here is the molecule C4H8N2O3 from OMol25. Energies are from the ωB97M-V functional and the def2-TZVPD basis.

```
17
Properties=species:S:1:pos:R:3
N 0.47 -1.99 -0.04
C 0.43 -0.71 0.65
O 1.58 -0.03 0.62
C 1.43 1.02 -0.31
C 0.05 1.62 0.07
N -0.58 0.28 0.07
C -2.00 0.16 0.05
O -2.84 1.01 0.33
O -2.39 -0.97 -0.56
H 1.23 -2.50 0.31
H 0.64 -1.91 -1.06
H 0.27 -0.90 1.69
H 1.41 0.54 -1.39
H 2.25 1.77 -0.20
H 0.17 2.04 1.12
H -0.43 2.16 -0.70
H -1.68 -1.59 -0.66
```

- 2S+1 = 1
- gap between HOMO and LUMO (Eh) = 0.383
- E_LUMO (eV) = 0.64
- SMILES = N[C@H]1OCCN1C(=O)O
- E_HOMO (eV) = -9.77
- net charge = 0

Here are the Löwdin charges for atoms 1 to 4, given in e: 0.10 -0.42 -0.06 -0.17

***

(two)
Here is the molecule C4H8N2O3 from OMol25. Energies are from the ωB97M-V functional and the def2-TZVPD basis.

```
17
Properties=species:S:1:pos:R:3
N -0.27 -1.60 0.96
C 0.53 -1.42 -0.28
C 0.08 -0.51 -1.39
O -0.53 -0.98 -2.41
N 0.13 0.86 -1.29
C 0.62 1.58 -0.06
C -0.53 1.80 0.85
O -1.20 2.82 0.85
O -0.87 0.77 1.72
H -1.16 -1.95 0.73
H 0.12 -2.31 1.53
H 1.59 -1.24 -0.09
H 0.43 -2.38 -0.86
H -0.49 1.33 -1.91
H 1.36 0.92 0.48
H 0.94 2.51 -0.33
H -0.77 -0.20 1.50
```

- 2S+1 = 1
- gap between HOMO and LUMO (Eh) = 0.380
- E_LUMO (eV) = 0.39
- SMILES = NCC(=O)NCC(=O)O
- E_HOMO (eV) = -9.95
- net charge = 0

Here are the Löwdin charges for atoms 1 to 4, given in e: 0.03 -0.14 -0.43 0.01

***

(three)
Here is a cluster of 2 separate species, C4H8N2O3 in total from OMol25. Energies are from the ωB97M-V functional and the def2-TZVPD basis.

```
17
Properties=species:S:1:pos:R:3
H 0.94 1.08 1.95
N 1.01 0.82 0.88
C 0.74 -0.40 0.70
C 0.89 -0.86 -0.74
C 2.37 -1.04 -0.99
O 0.02 -1.22 -1.45
H 0.41 -1.18 1.41
H 2.97 -0.69 -0.23
H 2.56 -2.02 -1.40
H 2.63 -0.54 -1.91
C -2.01 1.69 0.87
N -2.05 0.53 0.31
O -1.81 -0.52 0.85
O -2.31 0.46 -1.07
H -1.99 2.57 0.22
H -2.11 1.77 1.99
H -2.26 -0.44 -1.40
```

- 2S+1 = 1
- gap between HOMO and LUMO (Eh) = 0.365
- E_LUMO (eV) = 0.81
- SMILES = [H]/N=C/C(C)=O.C=[N+]([O-])O
- E_HOMO (eV) = -9.11
- net charge = 0

Here are the Löwdin charges for atoms 1 to 4, given in e: 0.11 0.10 -0.23 -0.43

***

Which structure is most stable? (two), by 0.0062 hartree over the runner-up.